# 1
{
  "formula": "C17H24N2O2",
  "method": "wB97M-V/def2-TZVPD",
  "symbols": ["H", "C", "H", "C", "H", "C", "C", "C", "H", "H", "C", "H", "H", "H", "C", "H", "H", "H", "C", "H", "C", "H", "H", "H", "O", "N", "C", "H", "H", "N", "H", "H", "H", "C", "H", "C", "H", "C", "O", "C", "H", "C", "C", "C", "H"],
  "xyz": [[-1.10, 1.93, -2.44], [-3.56, -0.19, 0.41], [-5.56, -2.22, 0.51], [-4.47, 0.11, -0.77], [0.64, 2.17, -2.36], [-0.25, 2.00, -1.76], [4.81, -0.92, -0.19], [3.74, -1.81, -0.15], [6.04, -2.16, -1.43], [0.65, 0.04, -1.36], [-3.47, -1.69, 0.72], [-1.88, 1.05, 0.79], [-5.49, -0.20, -0.56], [3.87, -2.82, -0.52], [0.21, 2.54, 0.54], [0.32, -0.53, 1.51], [1.69, -2.13, 0.37], [-5.10, -1.71, 2.14], [3.38, 0.76, 0.78], [-3.94, 0.33, 1.30], [6.14, -1.35, -0.71], [-4.63, -3.31, 1.54], [-3.18, -2.21, -0.19], [5.42, 1.08, 0.25], [-1.70, -0.89, -1.67], [0.36, 1.21, 0.36], [4.61, 0.37, 0.28], [1.09, 0.91, 2.25], [-4.11, -0.41, -1.65], [-2.23, 0.35, 0.16], [-1.46, 3.34, -0.52], [0.08, 4.04, -1.00], [6.77, -1.70, 0.11], [-1.42, -0.05, -0.85], [6.66, -0.52, -1.19], [2.51, -1.42, 0.35], [-2.68, -1.84, 1.46], [2.32, -0.13, 0.83], [0.49, 3.14, 1.56], [-0.09, 0.72, -0.92], [-4.48, 1.18, -0.98], [-0.42, 3.11, -0.72], [-4.78, -2.27, 1.26], [0.98, 0.33, 1.33], [3.24, 1.77, 1.14]],
  "homo_lumo_gap_ev": 9.75,
  "smiles": "CC[C@H](C)NC(=O)[C@H]1CCC(=O)N1Cc1ccc(C)cc1",
  "de_lowest_kj_mol": 17.18,
  "homo_energy_ev": -8.99,
  "lumo_energy_ha": 0.0281,
  "spin_multiplicity": 1
}

# 2
{
  "formula": "C17H24N2O5S",
  "method": "wB97M-V/def2-TZVPD",
  "symbols": ["C", "H", "N", "C", "C", "C", "H", "H", "O", "C", "H", "O", "H", "C", "O", "C", "O", "C", "H", "C", "H", "H", "N", "C", "H", "H", "H", "H", "C", "H", "C", "C", "H", "H", "C", "C", "S", "H", "H", "O", "H", "H", "C", "H", "H", "H", "C", "H", "H"],
  "xyz": [[-3.71, 1.23, -0.54], [-2.59, 2.90, -1.36], [-1.34, 1.71, -0.22], [-3.84, 0.48, 0.80], [2.66, 0.01, -0.86], [-1.33, 0.46, 0.50], [-4.69, -2.50, -2.55], [-4.39, -3.42, 0.36], [6.57, -1.74, 0.16], [3.38, 1.97, 0.33], [-2.40, -0.47, 2.12], [-3.60, -1.62, -0.27], [4.13, 2.55, 0.82], [-4.36, -0.93, 0.59], [-5.33, -1.38, 1.14], [3.67, 0.71, -0.21], [-0.35, 3.56, -1.02], [1.39, 0.54, -0.96], [-4.67, 1.68, -0.80], [1.08, 1.78, -0.40], [5.85, 1.21, 1.50], [-1.45, -0.39, -0.20], [4.96, 0.17, -0.11], [-2.47, 0.43, 1.51], [4.24, -3.14, 1.32], [-2.89, 3.01, 0.38], [-2.37, 1.29, 2.17], [-3.43, 0.54, -1.33], [6.03, 0.95, 0.45], [0.63, -0.01, -1.49], [4.21, -2.06, 1.31], [-5.06, -3.00, -1.65], [6.93, 0.35, 0.38], [-5.30, -4.03, -1.89], [2.10, 2.49, 0.22], [-2.65, 2.32, -0.44], [5.18, -1.50, -0.12], [-4.56, 0.98, 1.45], [-5.96, -2.49, -1.32], [4.64, -2.08, -1.30], [4.67, -1.65, 2.20], [3.19, -1.71, 1.18], [-4.00, -2.96, -0.56], [-3.09, -3.47, -0.87], [1.89, 3.47, 0.61], [-0.37, 0.35, 1.01], [-0.25, 2.43, -0.57], [2.88, -0.93, -1.32], [6.16, 1.87, -0.13]],
  "homo_lumo_gap_ev": 9.12,
  "smiles": "CCOC(=O)C1CCN(C(=O)c2ccc(N(C)S(C)(=O)=O)cc2)CC1",
  "de_lowest_kj_mol": 93.34,
  "homo_energy_ev": -8.73,
  "lumo_energy_ha": 0.0145,
  "spin_multiplicity": 1
}

# 3
{
  "formula": "C17H24N4O2S",
  "method": "wB97M-V/def2-TZVPD",
  "symbols": ["N", "O", "H", "H", "C", "C", "C", "C", "H", "H", "C", "H", "N", "C", "H", "H", "H", "H", "H", "C", "H", "H", "C", "S", "H", "H", "C", "H", "N", "C", "H", "C", "O", "C", "H", "C", "H", "C", "C", "H", "C", "H", "N", "H", "H", "H", "C", "H"],
  "xyz": [[4.23, -1.42, -0.74], [1.96, 2.35, 1.08], [-3.14, 0.58, -2.28], [-1.29, -2.61, -0.31], [-5.03, 0.62, -1.21], [-4.53, 0.20, 0.18], [-1.17, -2.98, 0.70], [4.37, 0.76, 0.99], [-4.15, -1.86, -0.30], [-2.26, -3.12, 2.54], [-3.09, -1.42, 1.51], [2.06, -1.66, -1.92], [0.94, 0.99, -0.42], [0.94, -0.10, -1.25], [-2.77, -0.80, -0.54], [-5.40, -0.05, 0.80], [-2.72, 0.49, 2.48], [-3.95, -1.48, 2.18], [-0.65, -0.48, 0.65], [5.45, -0.09, 0.84], [-5.85, 1.33, -1.08], [-0.34, -2.47, 1.18], [2.03, 1.38, 0.37], [-0.37, -0.55, -2.15], [-3.50, 2.12, -1.50], [-4.34, 1.65, -2.98], [3.21, 0.52, 0.27], [-1.59, -0.80, 2.95], [2.07, -0.86, -1.30], [-3.61, -1.02, 0.12], [-5.42, -0.25, -1.74], [5.32, -1.16, -0.04], [-1.98, 2.31, 1.21], [-0.24, 1.83, -0.35], [-3.20, -3.52, 1.10], [3.20, -0.60, -0.59], [6.14, -1.86, -0.19], [-2.14, -0.36, 2.11], [-3.93, 1.28, -2.04], [6.37, 0.07, 1.38], [-2.46, -2.82, 1.50], [-0.91, -4.04, 0.64], [-1.20, 0.19, 1.16], [-0.77, 1.78, -1.30], [0.09, 2.86, -0.17], [-4.02, 1.04, 0.64], [-1.24, 1.47, 0.76], [4.40, 1.62, 1.65]],
  "homo_lumo_gap_ev": 8.56,
  "smiles": "CCCC[C@@H](CC)CNC(=O)Cn1c(=S)[nH]c2ncccc2c1=O",
  "de_lowest_kj_mol": 0.00,
  "homo_energy_ev": -9.01,
  "lumo_energy_ha": -0.0167,
  "spin_multiplicity": 1
}

# 4
{
  "formula": "C17H24N4O3",
  "method": "wB97M-V/def2-TZVPD",
  "symbols": ["H", "C", "H", "H", "H", "H", "H", "C", "C", "H", "C", "H", "C", "N", "H", "H", "C", "H", "H", "C", "H", "O", "C", "C", "H", "H", "H", "C", "C", "H", "N", "C", "O", "C", "C", "H", "H", "H", "H", "N", "O", "H", "C", "C", "H", "N", "C", "H"],
  "xyz": [[0.91, 1.46, 4.24], [-0.14, -3.05, -0.64], [0.45, 0.55, -1.98], [-1.04, -1.73, -5.77], [-0.11, -1.79, -3.37], [-1.19, 1.80, 7.53], [-1.46, 1.57, 5.01], [-1.55, -0.91, -5.26], [1.02, -0.20, -2.52], [-2.92, -2.28, 2.40], [-2.22, -1.57, 1.99], [2.21, -0.83, -0.84], [-1.24, 0.66, 1.90], [-0.77, 3.48, 4.45], [-1.20, 1.68, 2.27], [-0.03, 4.14, 4.68], [0.35, -1.79, -0.64], [-1.68, 3.95, 4.49], [0.21, -3.86, -1.28], [-0.54, -0.14, -4.44], [3.56, -1.02, -5.71], [-0.37, 1.05, -4.65], [-0.73, 2.31, 5.36], [-2.16, -0.25, 2.46], [1.93, -2.10, -2.04], [-2.00, -0.24, -5.99], [1.85, -0.56, -5.83], [2.65, -0.84, -5.14], [-1.34, -1.97, 0.96], [1.41, 2.44, 5.63], [2.88, 0.26, -4.20], [-0.40, -1.07, 0.38], [2.70, 1.48, -2.38], [-0.37, 0.25, 0.88], [1.46, -1.27, -1.51], [-2.32, -1.31, -4.60], [-2.83, 0.07, 3.25], [0.74, 0.81, 5.88], [3.63, 0.90, -4.42], [0.12, -0.82, -3.50], [-1.26, 3.77, 7.25], [2.38, -1.75, -4.60], [0.67, 1.72, 5.28], [-1.08, 2.62, 6.84], [-1.65, -4.01, 0.49], [-1.14, -3.16, 0.30], [2.26, 0.56, -3.05], [0.34, 0.96, 0.46]],
  "homo_lumo_gap_ev": 8.62,
  "smiles": "CNC(=O)[C@H](Cc1c[nH]c2ccccc12)NC(C)=O.C[C@H](N)C=O",
  "de_lowest_kj_mol": 114.50,
  "homo_energy_ev": -8.18,
  "lumo_energy_ha": 0.0161,
  "spin_multiplicity": 1
}

Repeat the second record exactly.
{
  "formula": "C17H24N2O5S",
  "method": "wB97M-V/def2-TZVPD",
  "symbols": ["C", "H", "N", "C", "C", "C", "H", "H", "O", "C", "H", "O", "H", "C", "O", "C", "O", "C", "H", "C", "H", "H", "N", "C", "H", "H", "H", "H", "C", "H", "C", "C", "H", "H", "C", "C", "S", "H", "H", "O", "H", "H", "C", "H", "H", "H", "C", "H", "H"],
  "xyz": [[-3.71, 1.23, -0.54], [-2.59, 2.90, -1.36], [-1.34, 1.71, -0.22], [-3.84, 0.48, 0.80], [2.66, 0.01, -0.86], [-1.33, 0.46, 0.50], [-4.69, -2.50, -2.55], [-4.39, -3.42, 0.36], [6.57, -1.74, 0.16], [3.38, 1.97, 0.33], [-2.40, -0.47, 2.12], [-3.60, -1.62, -0.27], [4.13, 2.55, 0.82], [-4.36, -0.93, 0.59], [-5.33, -1.38, 1.14], [3.67, 0.71, -0.21], [-0.35, 3.56, -1.02], [1.39, 0.54, -0.96], [-4.67, 1.68, -0.80], [1.08, 1.78, -0.40], [5.85, 1.21, 1.50], [-1.45, -0.39, -0.20], [4.96, 0.17, -0.11], [-2.47, 0.43, 1.51], [4.24, -3.14, 1.32], [-2.89, 3.01, 0.38], [-2.37, 1.29, 2.17], [-3.43, 0.54, -1.33], [6.03, 0.95, 0.45], [0.63, -0.01, -1.49], [4.21, -2.06, 1.31], [-5.06, -3.00, -1.65], [6.93, 0.35, 0.38], [-5.30, -4.03, -1.89], [2.10, 2.49, 0.22], [-2.65, 2.32, -0.44], [5.18, -1.50, -0.12], [-4.56, 0.98, 1.45], [-5.96, -2.49, -1.32], [4.64, -2.08, -1.30], [4.67, -1.65, 2.20], [3.19, -1.71, 1.18], [-4.00, -2.96, -0.56], [-3.09, -3.47, -0.87], [1.89, 3.47, 0.61], [-0.37, 0.35, 1.01], [-0.25, 2.43, -0.57], [2.88, -0.93, -1.32], [6.16, 1.87, -0.13]],
  "homo_lumo_gap_ev": 9.12,
  "smiles": "CCOC(=O)C1CCN(C(=O)c2ccc(N(C)S(C)(=O)=O)cc2)CC1",
  "de_lowest_kj_mol": 93.34,
  "homo_energy_ev": -8.73,
  "lumo_energy_ha": 0.0145,
  "spin_multiplicity": 1
}

Please write out number 1 again, unchanged.
{
  "formula": "C17H24N2O2",
  "method": "wB97M-V/def2-TZVPD",
  "symbols": ["H", "C", "H", "C", "H", "C", "C", "C", "H", "H", "C", "H", "H", "H", "C", "H", "H", "H", "C", "H", "C", "H", "H", "H", "O", "N", "C", "H", "H", "N", "H", "H", "H", "C", "H", "C", "H", "C", "O", "C", "H", "C", "C", "C", "H"],
  "xyz": [[-1.10, 1.93, -2.44], [-3.56, -0.19, 0.41], [-5.56, -2.22, 0.51], [-4.47, 0.11, -0.77], [0.64, 2.17, -2.36], [-0.25, 2.00, -1.76], [4.81, -0.92, -0.19], [3.74, -1.81, -0.15], [6.04, -2.16, -1.43], [0.65, 0.04, -1.36], [-3.47, -1.69, 0.72], [-1.88, 1.05, 0.79], [-5.49, -0.20, -0.56], [3.87, -2.82, -0.52], [0.21, 2.54, 0.54], [0.32, -0.53, 1.51], [1.69, -2.13, 0.37], [-5.10, -1.71, 2.14], [3.38, 0.76, 0.78], [-3.94, 0.33, 1.30], [6.14, -1.35, -0.71], [-4.63, -3.31, 1.54], [-3.18, -2.21, -0.19], [5.42, 1.08, 0.25], [-1.70, -0.89, -1.67], [0.36, 1.21, 0.36], [4.61, 0.37, 0.28], [1.09, 0.91, 2.25], [-4.11, -0.41, -1.65], [-2.23, 0.35, 0.16], [-1.46, 3.34, -0.52], [0.08, 4.04, -1.00], [6.77, -1.70, 0.11], [-1.42, -0.05, -0.85], [6.66, -0.52, -1.19], [2.51, -1.42, 0.35], [-2.68, -1.84, 1.46], [2.32, -0.13, 0.83], [0.49, 3.14, 1.56], [-0.09, 0.72, -0.92], [-4.48, 1.18, -0.98], [-0.42, 3.11, -0.72], [-4.78, -2.27, 1.26], [0.98, 0.33, 1.33], [3.24, 1.77, 1.14]],
  "homo_lumo_gap_ev": 9.75,
  "smiles": "CC[C@H](C)NC(=O)[C@H]1CCC(=O)N1Cc1ccc(C)cc1",
  "de_lowest_kj_mol": 17.18,
  "homo_energy_ev": -8.99,
  "lumo_energy_ha": 0.0281,
  "spin_multiplicity": 1
}